No. 1
A cluster of 14 separate species, C42H91N7O14 in total. Source: the OMol25 dataset; level of theory: ωB97M-V/def2-TZVPD.

Last column: Löwdin charge in e.
Positions of all 154 atoms, in Å:
1 C 15.991 13.420 17.211  -0.23
2 C 17.180 14.346 16.945  -0.19
3 O 17.030 15.509 17.808  -0.09
4 O 16.152 12.820 18.504  -0.10
5 H 15.926 12.677 16.387  0.13
6 H 15.076 14.069 17.192  0.12
7 H 17.050 14.694 15.935  0.08
8 H 18.144 13.831 17.158  0.13
9 H 17.052 15.289 18.748  0.09
10 H 16.017 11.863 18.294  0.06
11 C 15.128 17.958 16.442  -0.15
12 C 16.454 17.937 15.729  -0.26
13 O 16.573 18.787 14.642  -0.06
14 O 14.206 17.212 15.536  -0.10
15 H 14.785 18.988 16.690  0.12
16 H 15.129 17.360 17.316  0.07
17 H 16.664 16.903 15.416  0.12
18 H 17.202 18.170 16.492  0.13
19 H 16.682 19.699 14.982  0.12
20 H 13.346 17.120 15.932  0.01
21 C 17.597 13.497 12.866  -0.22
22 C 17.432 12.242 12.051  -0.22
23 O 18.671 11.730 11.520  -0.06
24 O 16.378 13.758 13.594  -0.11
25 H 17.867 14.406 12.277  0.14
26 H 18.441 13.400 13.481  0.09
27 H 16.745 12.382 11.272  0.07
28 H 17.036 11.447 12.672  0.12
29 H 18.901 10.912 11.955  0.07
30 H 16.116 14.693 13.388  0.05
31 C 13.140 9.085 17.274  -0.26
32 C 14.537 9.465 16.903  -0.20
33 O 15.198 10.241 17.962  -0.09
34 O 12.246 10.159 17.417  -0.06
35 H 13.287 8.575 18.291  0.13
36 H 12.753 8.355 16.483  0.15
37 H 14.594 10.047 15.975  0.12
38 H 15.063 8.524 16.724  0.12
39 H 14.713 10.004 18.765  0.05
40 H 12.760 10.875 17.737  0.02
41 C 14.692 16.566 11.853  -0.22
42 C 15.277 17.897 11.396  -0.27
43 O 14.938 18.930 12.234  -0.07
44 O 15.182 16.218 13.115  -0.07
45 H 14.977 15.810 11.134  0.10
46 H 13.628 16.722 11.819  0.09
47 H 14.994 18.229 10.432  0.10
48 H 16.398 17.812 11.363  0.14
49 H 15.571 18.939 12.995  0.07
50 H 14.791 16.801 13.766  0.04
51 C 12.891 12.367 20.518  -0.21
52 C 12.785 10.917 20.918  -0.25
53 O 14.062 10.272 20.943  -0.06
54 O 13.289 12.440 19.123  -0.12
55 H 13.604 12.797 21.242  0.13
56 H 11.939 12.848 20.579  0.07
57 H 12.058 10.379 20.289  0.12
58 H 12.389 10.883 21.931  0.11
59 H 13.871 9.371 21.168  0.08
60 H 14.301 12.487 19.155  0.08
61 C 13.630 15.792 19.061  -0.24
62 C 12.287 15.688 18.445  -0.18
63 O 12.078 16.647 17.355  -0.13
64 O 14.003 17.099 19.492  -0.05
65 H 14.361 15.668 18.299  0.07
66 H 13.809 15.051 19.840  0.12
67 H 11.486 15.794 19.194  0.12
68 H 12.167 14.672 18.009  0.11
69 H 12.198 17.535 17.720  0.00
70 H 13.639 17.297 20.347  0.08
71 C 10.607 8.748 8.934  -0.10
72 C 10.458 7.357 9.607  -0.25
73 C 10.167 7.394 11.116  -0.19
74 C 11.120 8.172 11.928  -0.23
75 N 11.839 8.793 12.577  0.15
76 H 10.704 8.595 7.869  0.06
77 H 11.447 9.372 9.285  0.08
78 H 9.664 9.276 9.056  0.06
79 H 11.372 6.714 9.391  0.12
80 H 9.684 6.740 9.145  0.10
81 H 10.097 6.382 11.572  0.13
82 H 9.207 7.853 11.351  0.11
83 C 11.383 18.618 14.170  -0.10
84 C 12.230 19.868 14.337  -0.23
85 C 11.791 20.832 15.538  -0.13
86 C 12.105 20.096 16.756  -0.20
87 N 12.228 19.448 17.686  0.19
88 H 11.577 17.987 15.057  0.05
89 H 11.751 17.986 13.346  0.06
90 H 10.301 18.782 13.975  0.09
91 H 12.168 20.526 13.429  0.12
92 H 13.283 19.594 14.585  0.10
93 H 10.746 21.084 15.496  0.11
94 H 12.452 21.673 15.462  0.11
95 C 8.451 15.957 16.237  -0.08
96 C 8.222 16.284 17.729  -0.26
97 C 8.586 17.697 18.014  -0.20
98 C 7.898 18.672 17.156  -0.22
99 N 7.540 19.575 16.501  0.13
100 H 7.765 16.514 15.607  0.07
101 H 8.353 14.913 16.067  0.03
102 H 9.481 16.320 16.070  0.07
103 H 8.903 15.666 18.291  0.08
104 H 7.202 15.955 17.940  0.12
105 H 9.629 17.830 17.775  0.09
106 H 8.387 18.000 19.023  0.12
107 C 9.939 12.832 17.858  -0.10
108 C 8.487 12.453 18.176  -0.24
109 C 8.477 11.310 19.224  -0.15
110 C 9.119 11.808 20.501  -0.22
111 N 9.744 12.218 21.350  0.16
112 H 10.022 13.586 17.102  0.05
113 H 10.450 11.923 17.482  0.08
114 H 10.439 12.997 18.799  0.04
115 H 7.939 12.031 17.358  0.09
116 H 7.937 13.318 18.548  0.10
117 H 9.195 10.530 18.869  0.13
118 H 7.512 10.877 19.509  0.11
119 C 14.535 13.298 9.749  -0.11
120 C 14.266 14.369 8.670  -0.24
121 C 12.771 14.778 8.768  -0.17
122 C 11.859 13.607 8.969  -0.23
123 N 11.086 12.792 9.191  0.17
124 H 15.605 12.987 9.779  0.07
125 H 13.929 12.389 9.534  0.08
126 H 14.232 13.677 10.697  0.04
127 H 14.606 14.000 7.668  0.12
128 H 14.888 15.259 8.896  0.10
129 H 12.411 15.260 7.854  0.11
130 H 12.651 15.440 9.622  0.08
131 C 7.257 12.211 11.387  -0.09
132 C 8.524 11.338 11.256  -0.27
133 C 9.635 11.843 12.182  -0.20
134 C 9.139 12.190 13.492  -0.25
135 N 8.720 12.553 14.471  0.19
136 H 6.903 12.204 12.418  0.06
137 H 6.502 11.716 10.783  0.07
138 H 7.550 13.278 11.085  0.11
139 H 8.938 11.390 10.262  0.07
140 H 8.364 10.309 11.499  0.08
141 H 9.915 12.826 11.750  0.10
142 H 10.504 11.155 12.199  0.10
143 C 13.083 12.283 13.742  -0.11
144 C 12.357 13.114 14.783  -0.24
145 C 12.441 14.638 14.441  -0.15
146 C 11.995 14.902 13.090  -0.22
147 N 11.588 15.031 12.014  0.19
148 H 12.929 11.200 13.955  0.07
149 H 14.155 12.601 13.808  0.07
150 H 12.680 12.498 12.725  0.06
151 H 12.867 12.880 15.756  0.11
152 H 11.276 12.801 14.882  0.08
153 H 13.502 14.831 14.437  0.09
154 H 11.995 15.299 15.213  0.11

Properties
- LUMO level (hartree) = 0.0191
- frontier orbital gap (eV) = 10.112
- E_HOMO (Eh) = -0.35252
- charge = 0

No. 2
A cluster of 2 separate species, C4H12 in total. Source: the OMol25 dataset; level of theory: ωB97M-V/def2-TZVPD.

Last column: Löwdin charge in e.
Positions of all 16 atoms, in Å:
1 C -2.717 0.198 -0.004  -0.16
2 C -1.689 -0.798 -0.548  -0.17
3 H -2.429 0.493 0.998  0.06
4 H -2.823 1.035 -0.707  0.06
5 H -3.764 -0.117 -0.027  0.06
6 H -0.679 -0.390 -0.429  0.01
7 H -1.846 -1.063 -1.587  0.06
8 H -1.616 -1.760 -0.030  0.07
9 C 2.643 0.293 0.863  -0.18
10 C 1.704 0.312 -0.344  -0.17
11 H 3.001 1.284 1.134  0.06
12 H 2.227 -0.147 1.776  0.06
13 H 3.525 -0.334 0.751  0.06
14 H 1.156 -0.619 -0.458  0.04
15 H 2.288 0.477 -1.252  0.07
16 H 1.021 1.134 -0.138  0.06

Properties
- energy relative to the best compared isomer or geometry (same formula, charge and spin) (kcal per mole) = 8.33
- LUMO level (hartree) = 0.0411
- frontier orbital gap (eV) = 12.444
- structure (SMILES) = CC.CC
- E_HOMO (Eh) = -0.41627
- charge = 0

No. 3
A structure of composition C3H3N2O2S. Source: the OMol25 dataset; level of theory: ωB97M-V/def2-TZVPD.

Last column: Löwdin charge in e.
Positions of all 11 atoms, in Å:
1 C -0.184 0.718 0.731  -0.42
2 C 0.752 0.263 -0.877  -0.51
3 C -1.646 -1.020 -0.241  -0.79
4 N -1.340 -0.023 0.677  0.04
5 N 2.171 0.128 -0.619  -0.11
6 O -0.162 1.737 1.454  -0.07
7 O -2.732 -1.560 -0.337  -0.05
8 S -0.123 -1.354 -1.185  0.78
9 H -1.961 0.481 1.241  0.12
10 H 2.450 -0.161 0.210  -0.03
11 H 2.778 0.790 -1.054  0.03

Properties
- energy relative to the best compared isomer or geometry (same formula, charge and spin) (kcal per mole) = 55.63
- LUMO level (alpha / beta) (hartree) = 0.1386 / 0.1386
- frontier orbital gap (alpha / beta) (eV) = 6.447 / 6.446
- E_HOMO (alpha / beta) (Eh) = -0.09829 / -0.09827
- charge = -1

> Which value of charge does entry 3 give?

-1

> What is the formula in the second record?

C4H12

> Which of these has the lowest charge?

C3H3N2O2S

> Look up the charge of the second one.

0